DFT (the ωB97M-V functional and the def2-TZVPD basis) results for the molecule C3H5NO2.

The geometry in XYZ format:
```
11
Properties=species:S:1:pos:R:3:nbo_charge:R:1
C -0.370 1.324 0.961 0.7408
C 0.132 -0.280 0.329 0.2955
C -0.600 -0.753 -0.913 -0.6609
N 0.704 1.078 0.249 -0.6570
O -1.084 1.966 1.696 -0.5325
O 0.773 -1.127 1.103 -0.6885
H -1.228 -1.562 -0.651 0.2306
H 0.036 -1.059 -1.771 0.1993
H -1.119 0.185 -1.356 0.2167
H 1.152 1.596 -0.535 0.3835
H 1.605 -1.368 0.889 0.4723
```

Values from the calculation:
* orbital gap: 8.92 eV
* energy above the lowest of the compared OMol25 structures with the same formula, charge and spin: 80.36 kcal/mol
* HOMO level: -0.30431 hartree
* E_tot: -322.44628 Eh